{"formula": "C54H141N9O18", "method": "ωB97M-V/def2-TZVPD", "species": ["C", "O", "C", "C", "N", "C", "C", "O", "C", "H", "H", "H", "H", "H", "H", "H", "H", "H", "H", "H", "H", "H", "H", "H", "C", "O", "C", "C", "N", "C", "C", "O", "C", "H", "H", "H", "H", "H", "H", "H", "H", "H", "H", "H", "H", "H", "H", "H", "C", "O", "C", "C", "N", "C", "C", "O", "C", "H", "H", "H", "H", "H", "H", "H", "H", "H", "H", "H", "H", "H", "H", "H", "C", "O", "C", "C", "N", "C", "C", "O", "C", "H", "H", "H", "H", "H", "H", "H", "H", "H", "H", "H", "H", "H", "H", "H", "C", "O", "C", "C", "N", "C", "C", "O", "C", "H", "H", "H", "H", "H", "H", "H", "H", "H", "H", "H", "H", "H", "H", "H", "C", "O", "C", "C", "N", "C", "C", "O", "C", "H", "H", "H", "H", "H", "H", "H", "H", "H", "H", "H", "H", "H", "H", "H", "C", "C", "C", "O", "C", "N", "H", "H", "H", "H", "H", "H", "H", "H", "H", "H", "H", "C", "C", "C", "O", "C", "N", "H", "H", "H", "H", "H", "H", "H", "H", "H", "H", "H", "C", "C", "C", "O", "C", "N", "H", "H", "H", "H", "H", "H", "H", "H", "H", "H", "H", "C", "C", "O", "H", "H", "H", "H", "H", "H", "C", "C", "O", "H", "H", "H", "H", "H", "H", "C", "C", "O", "H", "H", "H", "H", "H", "H"], "positions_angstrom": [[15.5575, -5.2802, -7.0550], [14.6716, -5.7367, -8.0755], [13.3089, -6.0091, -7.8015], [12.5858, -4.5731, -7.7956], [11.2080, -4.5573, -8.2968], [10.2050, -5.2687, -7.4395], [8.6628, -5.2793, -7.8055], [7.9787, -6.0490, -6.9174], [6.5643, -5.9419, -7.0820], [16.5302, -4.9580, -7.4267], [15.6983, -6.1799, -6.4560], [15.0812, -4.4255, -6.5746], [13.1214, -6.5366, -6.8662], [12.8056, -6.6001, -8.5667], [13.0513, -3.9255, -8.5384], [12.5421, -4.0283, -6.8525], [11.2488, -4.9146, -9.2406], [10.3016, -4.9370, -6.4057], [10.4559, -6.3294, -7.4447], [8.5848, -5.8125, -8.7530], [8.3158, -4.2465, -7.7736], [6.0290, -6.5162, -6.3259], [6.2493, -6.4027, -8.0182], [6.2193, -4.9112, -7.0000], [-5.0912, 2.6908, 9.8698], [-4.0161, 3.5177, 10.3576], [-3.2302, 3.9706, 9.2790], [-1.8853, 4.7339, 9.5999], [-2.1303, 6.0963, 10.0432], [-0.9426, 6.9704, 10.1137], [-1.0583, 8.2268, 10.9064], [0.1933, 8.6215, 11.4814], [0.0109, 9.7337, 12.3043], [-5.8808, 3.3181, 9.4561], [-5.5231, 2.1153, 10.6886], [-4.7857, 1.9711, 9.1103], [-3.8040, 4.6529, 8.6518], [-2.9297, 3.1989, 8.5702], [-1.2509, 4.6783, 8.7153], [-1.3866, 4.1816, 10.3963], [-2.9388, 6.1814, 10.6425], [-0.6483, 7.2311, 9.0971], [-0.1863, 6.3028, 10.5267], [-1.7040, 7.9609, 11.7434], [-1.5769, 9.0389, 10.3967], [0.9952, 10.0197, 12.6750], [-0.5380, 9.5316, 13.2241], [-0.4436, 10.5995, 11.8228], [1.1865, -6.6436, 3.1381], [1.5755, -6.1888, 4.4390], [0.5384, -5.7443, 5.2446], [1.0900, -5.0763, 6.5773], [2.1010, -3.9915, 6.2241], [2.4926, -3.2665, 7.4494], [1.3588, -2.3709, 8.0293], [1.8501, -1.7413, 9.1905], [2.9006, -0.7374, 8.9779], [2.0088, -7.0846, 2.5746], [0.5777, -5.9996, 2.5035], [0.5247, -7.4352, 3.4894], [-0.1516, -6.5773, 5.3795], [0.0352, -4.9707, 4.6646], [1.6112, -5.8587, 7.1289], [0.2304, -4.8217, 7.1972], [2.9055, -4.4152, 5.7842], [3.3649, -2.6664, 7.1904], [2.9359, -3.9337, 8.1885], [0.4217, -2.8750, 8.2656], [0.9761, -1.5901, 7.3720], [2.6385, -0.1687, 8.0857], [3.8831, -1.1660, 8.7802], [3.1002, -0.1553, 9.8776], [-8.1414, 0.0681, -8.1161], [-6.8570, 0.7386, -8.1646], [-6.8925, 1.9325, -7.4687], [-5.4766, 2.5153, -7.2182], [-5.5508, 3.9198, -6.9476], [-4.2241, 4.4908, -6.6265], [-3.3426, 4.7400, -7.8581], [-2.1466, 5.3233, -7.3498], [-1.2219, 5.5588, -8.4204], [-8.4673, -0.2808, -7.1362], [-8.0647, -0.7604, -8.8202], [-8.9158, 0.7557, -8.4559], [-7.4373, 1.8351, -6.5296], [-7.4979, 2.6524, -8.0194], [-4.8489, 2.2562, -8.0709], [-5.0508, 1.9516, -6.3881], [-6.0206, 3.8593, -6.0556], [-3.7393, 3.8408, -5.8981], [-4.4092, 5.4905, -6.2336], [-3.8140, 5.3899, -8.5954], [-3.1300, 3.8756, -8.4870], [-0.9778, 4.6244, -8.9259], [-0.3073, 5.8339, -7.8951], [-1.5036, 6.3290, -9.1384], [-10.9373, 0.6418, -0.8221], [-10.9295, 1.9472, -0.2895], [-9.6832, 2.3578, 0.2435], [-8.5649, 2.7500, -0.7412], [-9.0310, 3.8044, -1.6623], [-8.8631, 5.1270, -1.0362], [-9.2905, 6.2084, -2.0858], [-10.6102, 5.9855, -2.5985], [-11.5981, 6.8602, -2.0442], [-10.3846, 0.5844, -1.7598], [-11.9499, 0.2844, -1.0092], [-10.6510, -0.1630, -0.1450], [-9.2323, 1.6530, 0.9421], [-9.9036, 3.2327, 0.8551], [-8.3434, 1.8324, -1.2863], [-7.6576, 3.1340, -0.2748], [-10.0072, 3.7494, -1.9155], [-7.8133, 5.3653, -0.8657], [-9.3622, 5.2255, -0.0721], [-8.5971, 6.1981, -2.9267], [-9.0626, 7.2143, -1.7332], [-11.6834, 6.5949, -0.9904], [-12.5067, 6.8631, -2.6463], [-11.2462, 7.8903, -1.9874], [-8.3733, -8.7304, -5.1791], [-7.7645, -7.6480, -5.9087], [-7.6185, -6.5009, -5.0995], [-6.5006, -5.5838, -5.5933], [-5.2485, -6.1578, -5.0695], [-4.1225, -5.2657, -5.3351], [-3.7551, -5.1851, -6.8414], [-3.4839, -6.4624, -7.3293], [-3.2160, -6.3511, -8.7437], [-7.6473, -9.2386, -4.5445], [-8.6739, -9.4743, -5.9168], [-9.3413, -8.4951, -4.7367], [-7.3896, -6.6473, -4.0439], [-8.5565, -5.9460, -5.1206], [-6.6826, -4.5623, -5.2592], [-6.3912, -5.5515, -6.6773], [-5.0808, -7.0349, -5.5413], [-3.2819, -5.7188, -4.8096], [-4.3025, -4.2765, -4.9142], [-2.8048, -4.6554, -6.9071], [-4.3827, -4.5464, -7.4629], [-3.2132, -7.3332, -9.2165], [-2.2133, -5.9252, -8.7781], [-3.9667, -5.8158, -9.3252], [6.7913, 3.6289, 3.5825], [6.3309, 3.5773, 5.0336], [6.8306, 4.8496, 5.8066], [8.2240, 5.0384, 5.7879], [9.0102, 4.3404, 6.7685], [4.8459, 3.5805, 4.9012], [7.8790, 3.5971, 3.5191], [6.4324, 4.5549, 3.1333], [6.6126, 2.6849, 3.0677], [6.8013, 2.7043, 5.4860], [6.4215, 4.8395, 6.8169], [6.3035, 5.6718, 5.3226], [10.0750, 4.5606, 6.6921], [8.8145, 3.2681, 6.7574], [8.8337, 4.7243, 7.7733], [4.5953, 4.3174, 4.2576], [4.6519, 2.7787, 4.3185], [-0.4658, 0.3148, 0.7635], [0.6377, -0.2431, -0.1113], [0.9686, 0.4702, -1.3975], [-0.0148, 0.1285, -2.3958], [0.3963, 0.5535, -3.6704], [1.8111, -0.4681, 0.7241], [-0.4005, 1.3954, 0.8909], [-0.5625, -0.1859, 1.7268], [-1.4462, 0.2931, 0.2875], [0.2849, -1.2604, -0.2808], [1.9675, 0.2845, -1.7922], [1.1321, 1.5366, -1.2419], [0.5009, 1.6316, -3.7926], [-0.4165, 0.4413, -4.3880], [1.2549, -0.0107, -4.0344], [1.4906, -1.0231, 1.5047], [2.5730, -0.9754, 0.2971], [7.6646, -5.2440, 0.0771], [8.1739, -6.3279, 1.0750], [9.6908, -6.1964, 1.2657], [10.0923, -7.3663, 1.9990], [11.4775, -7.2869, 2.3166], [7.3685, -6.2532, 2.2653], [6.5817, -5.3432, 0.0022], [8.0191, -5.3597, -0.9471], [7.8312, -4.2305, 0.4421], [7.9137, -7.3037, 0.6649], [9.9292, -5.2573, 1.7652], [10.1278, -6.2346, 0.2678], [11.7357, -6.5313, 3.0586], [12.0038, -7.1598, 1.3705], [11.8431, -8.2112, 2.7638], [6.4087, -6.5456, 2.1494], [7.7410, -6.8652, 2.9772], [-3.7891, 8.5923, 4.2531], [-2.6313, 7.9713, 3.4970], [-2.8011, 8.0139, 2.1113], [-3.5514, 8.4605, 5.3087], [-4.7378, 8.1213, 3.9959], [-3.8124, 9.6727, 4.1104], [-2.4602, 6.9768, 3.9090], [-1.7286, 8.4909, 3.8187], [-2.7596, 8.9496, 1.9005], [-6.0716, -4.2086, 3.5091], [-5.6261, -4.2623, 2.0865], [-5.8893, -5.5054, 1.4842], [-7.1104, -4.5294, 3.5870], [-5.8606, -3.2253, 3.9293], [-5.4364, -4.8895, 4.0756], [-4.5539, -4.0744, 2.1409], [-5.9566, -3.4031, 1.5027], [-5.7167, -5.4457, 0.5417], [4.1465, 6.3070, -2.5822], [2.9818, 7.0879, -1.9089], [2.8045, 6.6939, -0.5853], [4.1400, 6.5820, -3.6369], [4.0258, 5.2237, -2.5817], [5.1002, 6.6243, -2.1606], [2.0838, 6.9034, -2.4985], [3.1115, 8.1701, -1.8979], [1.9080, 6.9982, -0.4261]], "forces_ev_per_a": [[-1.462, -0.806, -0.003], [0.532, -0.699, -1.697], [-0.387, 2.949, 0.977], [-1.077, -0.701, -0.573], [-1.492, -0.044, 0.683], [0.030, -0.928, -0.436], [2.569, 0.900, -1.025], [-1.388, -0.872, 2.082], [0.215, -0.478, 0.124], [-0.300, -0.166, -0.601], [0.272, 0.501, 0.932], [0.228, -0.121, 0.651], [0.356, -0.050, 0.322], [0.687, -0.015, -0.454], [0.796, -0.208, 0.258], [0.487, -0.329, 0.258], [-0.495, -0.211, -0.068], [0.107, 0.277, -0.046], [0.059, -0.383, 0.343], [-0.140, 0.799, -0.820], [-0.263, 0.141, -0.597], [0.511, -0.015, 0.329], [0.062, 0.302, -0.418], [0.094, 0.159, -0.220], [0.083, 0.465, 0.444], [0.143, -0.806, -0.361], [1.241, 1.240, -1.012], [-1.707, -0.407, 1.249], [-0.346, 0.607, -1.118], [-0.178, -1.544, -0.674], [-0.491, -0.396, 1.732], [-0.778, -0.128, -0.997], [0.879, 0.442, 0.849], [-0.063, 0.098, -0.159], [0.232, 0.228, 0.206], [0.360, 0.086, -0.099], [-0.353, 0.316, -0.012], [-0.129, -0.771, 0.326], [-0.125, 0.268, -0.122], [0.370, -0.394, 0.091], [0.534, 0.307, 0.244], [0.149, -0.188, -0.222], [0.698, 0.526, 0.232], [-0.356, 0.133, 0.385], [0.325, 0.197, -0.349], [0.130, 0.130, -0.275], [-0.526, -0.386, -0.036], [-0.089, -0.022, -0.330], [-1.034, -1.265, 1.754], [2.360, 0.660, -0.912], [0.053, 1.345, 0.338], [1.144, -1.191, -2.266], [-2.214, -0.200, 1.279], [-0.231, 0.044, -1.131], [1.011, 0.211, -0.145], [0.937, 0.997, 1.066], [-0.554, -1.308, -0.458], [0.172, 0.346, 0.379], [0.265, 0.716, 0.250], [-0.406, -0.742, -1.157], [-0.317, -0.063, 0.633], [-0.523, 0.319, 0.215], [0.075, -0.258, 0.204], [0.215, 0.782, -0.229], [-0.106, -0.210, 0.014], [-0.248, 0.482, -0.209], [-0.586, -0.244, 0.655], [0.389, -0.546, 0.520], [0.575, 0.075, -0.822], [-0.055, 0.519, 0.237], [-0.021, -0.571, -0.198], [-0.904, 0.111, -0.038], [0.779, 0.572, -0.816], [-0.725, -1.592, 0.270], [0.125, 1.410, 0.233], [-0.571, -1.857, -0.948], [0.399, 0.206, 0.348], [-0.725, 0.142, -1.019], [-0.022, -0.023, 0.370], [-0.127, -0.032, -1.382], [0.607, -0.445, 1.422], [0.518, -0.036, 0.296], [-0.088, -0.001, 0.181], [-0.114, 0.103, -0.211], [0.103, -0.251, 0.505], [0.083, 0.404, -0.328], [-0.080, 0.287, -0.267], [0.276, -0.135, 0.342], [-0.471, 1.003, 0.258], [0.531, 0.201, 0.092], [0.132, -0.148, 0.421], [-0.392, 0.576, 0.290], [0.277, -0.662, 0.431], [-0.256, -0.127, -0.297], [0.067, 0.361, -0.268], [-0.331, 0.043, 0.100], [-0.466, -0.611, -0.297], [0.435, -0.348, 0.007], [0.916, 0.862, 1.001], [-2.042, -0.134, -1.057], [1.118, 0.764, 0.609], [-0.165, 0.754, -1.781], [0.229, -0.743, 0.256], [0.243, 0.895, -0.022], [1.169, 0.019, 0.544], [0.164, -0.125, 0.009], [-0.361, 0.852, -0.341], [0.953, 0.314, 0.463], [-0.352, -0.635, 0.103], [-0.250, 0.088, -0.019], [0.416, 0.106, -0.335], [-0.138, -0.344, 0.351], [-0.147, -0.526, 0.038], [0.253, -0.376, 0.098], [-0.358, 0.165, 0.104], [-0.081, -0.810, -0.257], [-0.879, 0.296, 0.604], [-0.926, -0.213, 0.071], [0.061, -0.499, 0.289], [0.224, 0.242, -0.449], [0.086, -0.330, -1.580], [-0.047, -0.729, 1.118], [-0.405, 1.537, -0.577], [0.408, -1.542, -0.095], [-0.195, 1.485, 0.432], [0.062, -1.133, -0.840], [1.407, 1.081, 1.416], [-1.347, -0.476, -1.551], [0.452, -0.882, 0.752], [-0.181, 0.357, 0.511], [0.293, -0.028, -0.318], [0.303, 0.547, 0.644], [0.038, -0.768, 0.049], [-0.366, 0.103, -0.038], [0.253, -0.050, 0.358], [-0.736, 0.051, -0.326], [0.010, -0.143, -0.103], [0.289, 0.250, -0.077], [-0.072, 0.010, -0.083], [0.399, 0.512, 0.242], [-0.825, -0.499, -0.083], [0.237, -0.233, 0.471], [-0.044, 0.299, -0.730], [-0.023, 0.593, 0.415], [2.086, -0.385, 0.479], [0.271, 1.334, -1.243], [-1.040, -1.181, -0.119], [0.799, 0.027, 0.000], [-0.757, 0.484, 0.291], [0.375, -0.683, 1.269], [0.360, 0.679, 0.119], [-0.090, -0.352, -0.468], [-1.047, 0.249, -0.268], [-0.808, -0.333, 0.306], [0.126, -0.193, 0.324], [0.557, 0.468, -0.175], [-0.093, -0.112, -1.002], [0.155, -0.064, -0.066], [-0.709, -0.036, 0.230], [0.106, 0.582, 0.121], [-0.305, -0.491, 0.196], [-0.807, 1.486, -0.545], [-0.077, -1.886, 0.667], [-0.112, 0.053, -0.585], [0.652, 0.758, 0.598], [-0.911, 0.236, -0.771], [0.608, 0.934, 0.792], [0.666, 0.122, 0.538], [0.238, 0.015, -0.055], [-0.025, -0.694, -0.307], [-0.348, -0.065, -1.265], [0.252, -1.161, 0.070], [-1.045, 0.587, 0.139], [0.820, 0.308, 0.676], [-0.256, -0.850, 0.171], [0.250, 0.170, 0.053], [0.277, 0.031, 0.241], [-0.175, -0.039, -0.402], [-0.359, -0.527, 0.386], [-0.802, 0.477, -1.556], [-1.556, -1.426, 0.312], [0.559, 0.895, 0.476], [-0.068, -0.612, -0.270], [0.387, 0.730, 1.719], [-0.134, -0.040, 0.062], [0.390, -0.018, 0.126], [0.287, -0.031, 0.027], [0.834, -0.223, -0.782], [0.183, 0.004, 0.224], [0.276, 0.186, -0.084], [-0.229, 0.526, -0.235], [0.463, 0.312, 0.109], [-0.457, -0.294, -0.160], [0.013, 0.084, -0.482], [0.210, -0.040, 0.130], [0.443, 0.005, 0.310], [0.070, 0.317, 1.438], [0.171, -0.280, -0.356], [-0.368, -0.113, 0.206], [0.006, 0.139, 0.087], [-0.283, 0.042, -0.275], [-0.276, -0.446, -0.813], [0.315, 0.298, -0.221], [-0.074, 0.036, -0.373], [-0.041, -0.589, 0.233], [1.340, 0.949, -0.278], [-0.386, -0.207, 0.103], [-0.042, 0.301, 0.318], [-0.435, 0.100, -0.088], [-0.232, -0.246, 0.125], [0.505, -0.228, -0.236], [-0.746, -0.098, -0.176], [0.043, 0.018, -0.010], [-0.632, 1.172, 0.001], [0.888, -0.538, -1.353], [-0.555, -0.400, 0.654], [0.154, 0.162, -0.092], [-0.098, 0.090, 0.504], [0.024, -0.310, 0.052], [-0.246, -0.152, -0.068], [0.530, 0.171, -0.509], [-0.072, -0.203, 0.819]], "lowdin_charge": [-0.083, -0.229, -0.185, -0.200, -0.097, -0.167, -0.262, -0.190, -0.094, 0.086, 0.087, 0.081, 0.110, 0.113, 0.114, 0.107, 0.096, 0.115, 0.101, 0.121, 0.121, 0.085, 0.085, 0.086, -0.099, -0.176, -0.242, -0.197, -0.089, -0.201, -0.228, -0.168, -0.144, 0.084, 0.084, 0.081, 0.114, 0.108, 0.115, 0.111, 0.112, 0.116, 0.118, 0.117, 0.125, 0.088, 0.084, 0.086, -0.085, -0.220, -0.240, -0.151, -0.054, -0.211, -0.221, -0.207, -0.075, 0.087, 0.085, 0.078, 0.113, 0.113, 0.105, 0.104, 0.096, 0.103, 0.116, 0.108, 0.116, 0.087, 0.068, 0.084, -0.086, -0.182, -0.264, -0.229, -0.070, -0.182, -0.233, -0.193, -0.107, 0.083, 0.086, 0.082, 0.116, 0.119, 0.117, 0.115, 0.106, 0.117, 0.121, 0.121, 0.108, 0.082, 0.085, 0.087, -0.121, -0.168, -0.233, -0.191, -0.057, -0.206, -0.210, -0.197, -0.097, 0.086, 0.084, 0.085, 0.115, 0.110, 0.100, 0.117, 0.096, 0.111, 0.104, 0.114, 0.110, 0.084, 0.089, 0.075, -0.099, -0.176, -0.253, -0.199, -0.071, -0.190, -0.270, -0.184, -0.086, 0.089, 0.079, 0.085, 0.118, 0.113, 0.120, 0.112, 0.102, 0.112, 0.115, 0.111, 0.113, 0.084, 0.089, 0.087, -0.091, -0.409, -0.209, -0.186, -0.087, 0.023, 0.069, 0.086, 0.078, 0.128, 0.119, 0.119, 0.084, 0.082, 0.079, 0.057, 0.059, -0.066, -0.448, -0.188, -0.168, -0.137, 0.019, 0.077, 0.076, 0.077, 0.130, 0.114, 0.127, 0.085, 0.083, 0.089, 0.063, 0.067, -0.066, -0.446, -0.189, -0.192, -0.115, 0.025, 0.065, 0.071, 0.075, 0.130, 0.131, 0.123, 0.085, 0.084, 0.083, 0.071, 0.067, -0.096, -0.362, -0.060, 0.072, 0.077, 0.070, 0.111, 0.105, 0.084, -0.096, -0.371, -0.060, 0.079, 0.078, 0.075, 0.102, 0.108, 0.084, -0.074, -0.346, -0.073, 0.064, 0.070, 0.069, 0.103, 0.106, 0.081], "total_energy_ev": -108532.7616, "charge": 0, "homo_lumo_gap_ev": 8.44, "lumo_energy_ev": 0.2}